Record 1
A gas-phase ion, C3H6NO3 (charge +1) in a non-equilibrium geometry. Source: OMol25; level of theory: the ωB97M-V functional and the def2-TZVPD basis.

Summary:
* highest occupied orbital energy (spin up / spin down): -15.70 / -16.22 eV
* M: 104.08 g/mol
* HOMO-LUMO gap (spin up / spin down): 8.39 / 7.79 eV
* calculated total energy: -10825.1475 eV
* net charge: +1

Structure (XYZ):
```
13
C3H6NO3 (the ωB97M-V functional and the def2-TZVPD basis)
C 1.270 -0.594 0.761
C -0.295 1.047 -0.465
O -1.528 1.018 0.041
H 0.410 1.601 0.117
O -3.130 -0.542 0.258
H -0.326 1.582 -1.424
N -2.063 -0.145 0.128
O -0.373 -1.302 -0.842
H 2.055 0.139 0.803
H 1.261 -0.381 -1.395
H 1.692 -1.604 0.907
H 0.499 -0.442 1.609
C 0.529 -0.376 -0.496
```

Results of the Mulliken charge analysis, in e, for atoms 1 through 8: -1.1132 -0.3855 0.0217 0.3325 -0.1791 0.3326 0.5013 -0.3200

---

Record 2
2 unconnected molecules or ions with the total composition C3H6NO4 in a non-equilibrium geometry. Source: OMol25; level of theory: the ωB97M-V functional and the def2-TZVPD basis.

Summary:
* highest occupied orbital energy: -4.72 eV
* M: 120.08 g/mol
* HOMO-LUMO gap: 8.46 eV
* calculated total energy: -12890.4342 eV
* net charge: -1

Structure (XYZ):
```
14
C3H6NO4 (the ωB97M-V functional and the def2-TZVPD basis)
H -0.132 -3.048 1.350
H 0.873 2.182 0.482
C 0.745 -0.625 -1.377
H 0.000 1.139 -2.168
O 0.807 -1.247 -0.287
C -0.066 1.696 0.818
O -0.386 1.807 1.980
N -0.057 0.553 -1.348
C -0.851 0.962 -0.225
H -1.365 0.107 0.214
O 1.271 -0.873 -2.473
H 0.592 -1.765 1.586
H -1.623 1.622 -0.628
O 0.194 -2.511 2.077
```

Results of the Mulliken charge analysis, in e, for atoms 1 through 8: 0.2929 0.3518 0.4560 0.1940 -0.7251 -0.0126 -0.5200 -0.2171

---

Record 3
2 unconnected molecules or ions with the total composition C3H6NO4. Source: OMol25; level of theory: the ωB97M-V functional and the def2-TZVPD basis.

Summary:
* highest occupied orbital energy: -5.14 eV
* M: 120.08 g/mol
* HOMO-LUMO gap: 9.09 eV
* calculated total energy: -12891.4699 eV
* net charge: -1

Structure (XYZ):
```
14
C3H6NO4 (the ωB97M-V functional and the def2-TZVPD basis)
O -1.915 -0.904 -0.091
H 2.652 0.901 -0.733
C -0.706 -1.168 -0.303
O -0.168 -1.766 -1.235
H -0.306 -0.583 1.661
H -3.175 1.375 -0.345
O -2.809 1.644 0.505
C 1.969 0.061 -0.697
O 1.555 0.957 1.462
C 1.180 0.183 0.584
H 2.418 -0.937 -0.680
N 0.180 -0.702 0.783
H -2.285 0.844 0.707
H 1.409 0.096 -1.619
```

Results of the Mulliken charge analysis, in e, for atoms 1 through 8: -0.7985 0.3100 0.5476 -0.6713 0.2770 0.3037 -0.6844 -0.9217

---

Record 4
C3H6NO4P in the gas phase in a non-equilibrium geometry. Source: OMol25; level of theory: the ωB97M-V functional and the def2-TZVPD basis.

Summary:
* SMILES string: O=C1OCCN=P1(O)O
* highest occupied orbital energy: -9.13 eV
* M: 151.06 g/mol
* HOMO-LUMO gap: 9.62 eV
* calculated total energy: -22176.2212 eV

Structure (XYZ):
```
15
C3H6NO4P (the ωB97M-V functional and the def2-TZVPD basis)
N -0.454 1.189 0.414
C -0.483 -1.335 -0.279
O 2.107 1.792 0.800
O 0.779 -1.827 0.220
C 1.910 -1.071 0.104
P 1.123 0.850 0.024
H -0.190 -1.079 -1.395
C -1.123 -0.168 0.543
H 2.506 1.461 -1.391
O 1.497 1.303 -1.504
H 1.697 1.765 1.696
H -2.222 -0.089 0.140
H -1.225 -2.194 -0.214
O 3.027 -1.405 0.219
H -1.028 -0.431 1.651
```

Results of the Mulliken charge analysis, in e, for atoms 1 through 8: -0.5643 -0.4644 -0.5374 -0.3520 0.6127 0.7417 0.3396 -0.3650